Entry 1:
# C17H25CoN4O9P2

A structure of composition C17H25CoN4O9P2 in a non-equilibrium geometry (ωB97M-V/def2-TZVPD, the Open Molecules 2025 dataset).

Values from the calculation:
**Expectation value of S²**: 6.03
**E_LUMO (spin up / spin down)**: -8.01 / -9.92 eV
**HOMO-LUMO gap (spin up / spin down)**: 7.16 / 5.71 eV

ORCA input file:
```
! RIJCOSX wB97M-V def2-TZVPD def2/J DEFGRID3
* xyz 2 5
Co 0.072 0.943 -0.087
P -2.062 0.718 -0.439
C -2.181 1.411 -2.121
C -0.814 1.572 -2.754
N 0.254 1.419 -1.940
C 1.502 1.705 -2.373
C 1.704 2.210 -3.651
C 0.620 2.365 -4.506
C -0.646 1.975 -4.078
C 2.642 1.385 -1.427
P 2.132 -0.136 -0.489
H -1.523 1.998 -4.737
H 2.718 2.450 -3.933
H 0.765 2.805 -5.480
H 3.548 1.161 -2.001
H 2.829 2.180 -0.688
H -2.876 0.816 -2.712
H -2.594 2.442 -2.021
H -0.843 -2.536 -4.966
O -1.438 -3.258 -5.230
H -2.223 -3.113 -4.661
H 0.645 -3.923 -1.082
O 0.139 -3.985 -0.282
H -0.523 -4.698 -0.451
C 2.930 -1.329 -1.629
H 3.824 -0.866 -2.069
H 3.257 -2.223 -1.081
H 2.262 -1.615 -2.449
C 3.172 -0.410 0.966
H 2.629 -1.111 1.618
H 4.115 -0.868 0.643
H 3.335 0.537 1.487
C -3.161 1.883 0.394
H -4.077 1.976 -0.209
H -3.360 1.506 1.402
H -2.631 2.844 0.415
C -2.764 -0.924 -0.187
H -2.873 -1.050 0.903
H -3.735 -1.019 -0.691
H -2.065 -1.692 -0.548
O 0.823 1.201 7.636
N 1.253 1.862 6.667
O 2.098 2.771 6.792
C 0.772 1.540 5.349
C -0.179 0.515 5.203
C -0.668 0.228 3.944
C -0.097 0.835 2.772
O -0.312 0.258 1.630
C 0.795 1.954 2.967
C 1.253 2.261 4.248
N 1.334 2.730 1.877
O 2.318 3.455 2.086
O 0.774 2.701 0.713
N -1.751 -0.743 3.744
O -1.713 -1.800 4.387
O -2.693 -0.414 2.994
H -0.537 -0.039 6.070
H 1.983 3.057 4.372
*
```

Löwdin atomic charge list, values in e, 8 entries: 0.5118, 0.8907, -0.2219, -0.2689, -0.0367, -0.2894, 0.0270, 0.0196

***

Entry 2:
# C4H28NO11S

A cluster of 10 separate species, C4H28NO11S in total in a non-equilibrium geometry (ωB97M-V/def2-TZVPD, the Open Molecules 2025 dataset).

Values from the calculation:
**ΔE to the lowest compared entry with this formula, charge and spin**: 0.0 kcal per mole
**E_LUMO**: -2.42 eV
**HOMO-LUMO gap**: 9.48 eV

ORCA input file:
```
! RIJCOSX wB97M-V def2-TZVPD def2/J DEFGRID3
* xyz 1 1
O -0.613 -2.494 1.617
C -0.095 -1.495 1.229
O 1.204 -1.216 1.420
C -0.562 -0.398 0.284
C -1.187 0.690 1.138
C -1.889 1.852 0.438
S -3.270 1.123 -0.515
N 0.571 0.204 -0.495
H 1.695 -1.287 2.266
H -1.205 -0.762 -0.516
H -0.513 1.061 1.911
H -1.908 0.170 1.773
H -2.267 2.506 1.220
H -1.237 2.422 -0.223
H -3.954 2.257 -0.745
H 1.163 0.805 0.068
H 0.337 0.638 -1.397
H 1.157 -0.604 -0.773
H 3.362 -1.100 3.885
H 3.456 0.232 3.082
O 2.858 -0.464 3.367
H -1.815 -1.041 -2.949
H -1.817 -2.599 -2.697
O -1.271 -1.827 -2.877
H 2.445 3.091 -0.705
H 2.295 2.821 -2.155
O 2.093 2.417 -1.303
H -3.646 -2.259 -0.750
H -4.448 -2.023 -2.185
O -3.648 -2.226 -1.706
H 1.765 -2.023 -4.138
H 0.438 -1.490 -3.492
O 1.412 -1.438 -3.463
H 0.746 -2.569 -1.635
H 1.685 -3.354 -0.830
O 1.459 -2.430 -0.997
H 0.253 2.341 -3.459
H 0.058 0.945 -3.968
O 0.300 1.425 -3.160
H -0.966 0.353 4.948
H 0.289 -0.035 4.084
O -0.663 0.114 4.069
H 1.325 2.385 3.842
H 2.581 3.034 3.295
O 2.028 2.250 3.197
*
```

Löwdin atomic charge list, values in e, 8 entries: 0.1688, -0.4997, 0.0626, -0.2096, -0.2485, -0.5049, 0.7389, 0.2219

***

Entry 3:
# C30H28BrN4O5SZr

A structure of composition C30H28BrN4O5SZr in a non-equilibrium geometry (ωB97M-V/def2-TZVPD, the Open Molecules 2025 dataset).

Values from the calculation:
**E_LUMO**: -3.17 eV
**HOMO-LUMO gap**: 7.67 eV

ORCA input file:
```
! RIJCOSX wB97M-V def2-TZVPD def2/J DEFGRID3
* xyz 1 1
Zr -0.003 0.607 0.673
C 0.783 -0.738 4.683
C 0.868 0.167 3.489
O 0.004 -0.040 2.589
C 1.824 1.233 3.441
C 2.615 1.489 4.592
C 3.473 2.546 4.661
C 3.605 3.399 3.553
C 2.885 3.173 2.411
C 1.970 2.108 2.313
O 1.269 2.002 1.212
H 0.088 -1.541 4.452
H 0.402 -0.181 5.541
H 1.755 -1.155 4.941
H 2.518 0.837 5.448
H 4.046 2.730 5.559
H 4.280 4.243 3.601
H 2.984 3.812 1.543
O 3.760 -0.021 -0.238
C 2.558 0.011 -0.299
O 1.721 -0.434 0.598
C 1.865 0.543 -1.550
C 2.605 1.005 -2.645
C 1.936 1.378 -3.774
C 0.530 1.265 -3.829
C -0.224 1.605 -4.975
C -1.577 1.431 -4.988
C -2.241 0.911 -3.858
C -1.546 0.594 -2.727
C -0.145 0.775 -2.685
N 0.544 0.438 -1.552
H 3.681 1.047 -2.558
H 2.471 1.740 -4.643
H 0.291 2.009 -5.837
H -2.149 1.692 -5.868
H -3.314 0.773 -3.897
H -2.038 0.219 -1.840
O -0.879 -1.444 0.109
C -0.986 -2.629 -0.239
C -1.754 -3.033 -1.460
C -0.646 -3.147 -2.546
C 0.561 -4.059 -2.224
C 1.566 -3.517 -1.183
C 1.135 -3.682 0.287
N -0.338 -3.665 0.341
H -2.500 -2.297 -1.755
H -2.238 -4.000 -1.321
H -0.269 -2.144 -2.756
H -1.120 -3.512 -3.457
H 1.107 -4.171 -3.162
H 0.218 -5.063 -1.952
H 1.714 -2.458 -1.396
H 2.533 -4.002 -1.322
H 1.538 -2.888 0.905
H 1.459 -4.639 0.691
H -0.710 -4.552 0.041
Br -1.240 2.739 2.898
C -2.682 1.795 2.116
C -3.962 2.298 2.261
C -5.002 1.581 1.695
C -4.718 0.397 1.032
C -3.403 -0.014 0.941
N -2.382 0.677 1.462
H -4.123 3.219 2.801
H -6.018 1.942 1.780
H -5.505 -0.200 0.594
H -3.140 -0.934 0.438
S -0.527 4.331 -1.974
C -0.777 3.157 -0.950
N -1.010 2.240 -0.229
*
```

Löwdin atomic charge list, values in e, 8 entries: 1.7711, 0.0209, -0.3373, -0.1974, -0.1081, -0.0143, -0.0604, -0.0322

***

Entry 4:
# C63H51ClFO2P2RbS

A structure of composition C63H51ClFO2P2RbS in a non-equilibrium geometry (ωB97M-V/def2-TZVPD, the Open Molecules 2025 dataset).

Values from the calculation:
**ΔE to the lowest compared entry with this formula, charge and spin**: 88.8 kcal per mole
**E_LUMO**: 3.16 eV
**HOMO-LUMO gap**: 2.76 eV

ORCA input file:
```
! RIJCOSX wB97M-V def2-TZVPD def2/J DEFGRID3
* xyz -2 1
Rb 1.125 -1.367 -0.507
O -1.069 -0.961 2.575
S -1.742 -0.143 1.512
C -2.255 1.376 2.362
C -3.565 1.786 2.353
C -4.036 2.886 3.118
C -3.151 3.526 3.930
C -3.338 4.637 4.937
C -1.908 4.939 5.468
C -1.018 3.928 4.782
C 0.323 3.697 4.871
C 0.890 2.742 3.992
C 0.160 2.012 3.081
P 1.022 1.106 1.729
C 2.509 0.501 2.579
C 2.305 -0.384 3.644
C 3.381 -1.005 4.252
C 4.673 -0.765 3.798
C 4.878 0.101 2.739
C 3.803 0.734 2.130
C 1.571 2.463 0.634
C 1.121 2.369 -0.683
C 1.443 3.351 -1.613
C 2.223 4.427 -1.231
C 2.685 4.529 0.079
C 2.358 3.555 1.006
C -1.269 2.134 3.081
C -1.791 3.145 3.898
C -3.355 -0.896 1.285
C -3.940 -1.361 2.436
C -5.264 -1.846 2.473
C -5.987 -1.800 1.317
C -7.423 -2.176 1.034
C -7.617 -1.901 -0.483
C -6.278 -1.384 -0.953
C -5.837 -0.985 -2.179
C -4.476 -0.634 -2.318
C -3.552 -0.629 -1.295
P -1.668 -0.533 -1.743
C -1.840 -1.974 -2.870
C -1.436 -2.018 -4.201
C -1.571 -3.183 -4.943
C -2.089 -4.331 -4.366
C -2.461 -4.307 -3.031
C -2.339 -3.141 -2.295
C -1.864 1.114 -2.554
C -1.324 1.487 -3.783
C -1.449 2.788 -4.252
C -2.079 3.760 -3.490
C -2.591 3.414 -2.247
C -2.490 2.107 -1.798
C -4.035 -0.931 0.019
C -5.378 -1.349 0.129
H -4.285 1.226 1.773
H -5.084 3.155 3.078
H -3.999 4.314 5.746
H -3.799 5.518 4.486
H -1.853 4.856 6.555
H -1.598 5.956 5.213
H 0.959 4.251 5.552
H 1.965 2.600 4.012
H 1.294 -0.594 3.978
H 3.212 -1.705 5.061
H 5.511 -1.284 4.244
H 5.875 0.263 2.350
H 3.982 1.378 1.281
H 0.526 1.522 -1.008
H 1.082 3.252 -2.629
H 2.485 5.190 -1.954
H 3.303 5.368 0.374
H 2.721 3.638 2.023
H -3.352 -1.327 3.346
H -5.686 -2.205 3.404
H -8.107 -1.581 1.643
H -7.609 -3.223 1.280
H -8.413 -1.174 -0.662
H -7.895 -2.812 -1.017
H -6.484 -0.987 -3.049
H -4.117 -0.413 -3.319
H -0.956 -1.163 -4.648
H -1.209 -3.212 -5.963
H -2.125 -5.251 -4.931
H -2.812 -5.210 -2.547
H -2.623 -3.148 -1.247
H -0.757 0.769 -4.352
H -1.022 3.045 -5.215
H -2.157 4.778 -3.852
H -3.067 4.160 -1.621
H -2.905 1.855 -0.827
O 1.152 -3.451 1.400
H 1.037 -3.006 2.246
H 2.079 -3.738 1.344
F 0.269 -0.367 -2.575
Cl 0.841 -6.088 -4.853
C 1.322 -5.120 -3.332
H 0.559 -5.334 -2.577
H 1.285 -4.075 -3.652
C 6.286 1.598 -4.509
C 5.350 2.279 -3.745
C 4.735 1.650 -2.672
C 5.043 0.334 -2.334
C 5.982 -0.345 -3.114
C 6.595 0.280 -4.185
C 4.384 -0.307 -1.171
C 4.640 -1.505 -0.701
C 4.638 -2.667 0.000
C 5.537 -2.912 1.099
C 5.543 -4.107 1.782
C 4.691 -5.163 1.457
C 3.823 -4.961 0.375
C 3.772 -3.777 -0.321
H 6.765 2.081 -5.353
H 5.089 3.303 -3.990
H 3.994 2.180 -2.081
H 6.203 -1.373 -2.854
H 7.315 -0.269 -4.782
H 3.629 0.369 -0.726
H 6.232 -2.131 1.380
H 6.247 -4.221 2.603
H 4.720 -6.102 1.994
H 3.154 -5.751 0.050
H 3.105 -3.711 -1.175
*
```

Löwdin atomic charge list, values in e, 8 entries: 0.7462, -0.5240, 0.8840, -0.2614, -0.0539, -0.0123, -0.1640, -0.1090

***

Entry 5:
# C18H19N3O3S4SiV

A structure of composition C18H19N3O3S4SiV in a non-equilibrium geometry (ωB97M-V/def2-TZVPD, the Open Molecules 2025 dataset).

Values from the calculation:
**ΔE to the lowest compared entry with this formula, charge and spin**: 0.0 kcal per mole
**Expectation value of S²**: 0.76
**E_LUMO (spin up / spin down)**: -0.96 / -0.65 eV
**HOMO-LUMO gap (spin up / spin down)**: 5.95 / 6.42 eV

ORCA input file:
```
! RIJCOSX wB97M-V def2-TZVPD def2/J DEFGRID3
* xyz 0 2
V 0.288 0.397 0.347
O -2.100 3.355 1.660
C -1.374 2.603 1.043
N -0.845 1.426 1.480
C -1.019 1.015 2.864
C -0.674 -0.450 2.943
C -1.179 -1.300 3.911
C -0.782 -2.625 3.907
C 0.099 -3.073 2.933
C 0.536 -2.179 1.978
N 0.152 -0.895 1.982
C -0.951 2.888 -0.385
C -1.493 3.923 -1.111
C -1.042 4.112 -2.410
C -0.078 3.261 -2.925
C 0.402 2.230 -2.137
N -0.037 2.047 -0.892
H -0.323 1.567 3.508
H -2.028 1.227 3.218
H -1.866 -0.917 4.653
H -1.164 -3.308 4.655
H 0.434 -4.100 2.900
H 1.210 -2.458 1.177
H -2.233 4.555 -0.641
H -1.438 4.918 -3.013
H 0.304 3.384 -3.929
H 1.154 1.528 -2.476
O 7.289 0.908 0.692
C 6.095 0.874 0.573
S 5.248 -0.249 -0.513
C 3.633 0.200 -0.024
C 3.513 1.121 0.933
S 1.956 1.665 1.501
S 4.980 1.790 1.605
S 2.242 -0.545 -0.771
C -0.012 -3.206 -2.021
Si -1.175 -1.791 -1.802
C -2.787 -2.367 -1.111
C -1.392 -0.855 -3.378
O -0.558 -0.694 -0.674
H -0.219 -3.711 -2.969
H -0.122 -3.944 -1.222
H 1.026 -2.867 -2.035
H -3.262 -3.088 -1.783
H -3.480 -1.536 -0.961
H -2.629 -2.858 -0.147
H -1.936 -1.448 -4.118
H -0.416 -0.603 -3.802
H -1.947 0.073 -3.214
*
```

Löwdin atomic charge list, values in e, 8 entries: 0.5815, 0.0866, -0.4623, -0.1499, -0.1383, -0.2254, -0.0010, -0.0416

***

Number 1: electronic energy -98602.1856 eV. Number 2: electronic energy -39445.2152 eV. Number 3: electronic energy -129922.1891 eV. Number 4: electronic energy -115559.8889 eV. Number 5: electronic energy -106499.4695 eV.